[1]
17
Properties=species:S:1:pos:R:3:mulliken_charge:R:1 method="wB97M-V/def2-TZVPD" homo_energy_ev="-3.13 / -10.59" gap_ha="0.142 / 0.410" de_lowest_kj_mol=42.6 fmax_ha_per_bohr=0.025 s2=0.751 spin_multiplicity=2
C 1.01038 -0.50092 2.61137 -0.95
C 0.18504 0.14818 1.54446 0.35
O -0.53522 -0.47658 0.78759 -0.45
N 0.22882 1.51128 1.50253 -0.45
H 0.36000 -1.12030 3.22456 0.26
H 1.63561 0.14478 3.22802 0.36
H -0.60758 1.99439 1.21108 0.33
H 0.78111 2.00702 2.18190 0.24
H 1.67828 -1.24552 2.16916 0.25
C -0.16969 -0.86405 -2.57758 -1.36
N -1.02934 0.24182 -2.06341 -2.21
H -0.57543 1.18316 -2.22540 0.98
H -1.97558 0.25892 -2.51606 0.94
H -1.11646 0.09810 -1.03567 0.26
H 0.16448 -0.69826 -3.59974 0.64
H -0.74703 -1.78503 -2.50006 0.42
H 0.71260 -0.89698 -1.94274 0.39



[2]
92
Properties=species:S:1:pos:R:3:mulliken_charge:R:1 method="wB97M-V/def2-TZVPD" homo_energy_ev="-5.66 / -7.27" gap_ha="0.227 / 0.225" fmax_ha_per_bohr=0.033 s2=3.791 spin_multiplicity=4
Ti 0.58682 -2.07830 -0.69509 0.07
C 1.60518 -7.37531 -1.02651 -1.45
C 2.19418 -5.99495 -0.87401 0.94
C 3.57229 -5.77748 -1.01213 -0.82
C 4.05291 -4.45749 -0.94292 -0.39
C 3.17409 -3.44767 -0.72314 0.09
Br 3.78327 -1.64976 -0.75869 -0.15
N 1.81568 -3.60262 -0.54833 0.13
C 1.37039 -4.92993 -0.63667 -0.88
H 2.37293 -8.14068 -0.91408 0.40
H 1.15957 -7.49366 -2.01731 0.28
H 0.82278 -7.56065 -0.28893 0.37
H 4.25039 -6.60433 -1.18202 0.37
H 5.10190 -4.22884 -1.07253 0.42
H 0.30377 -5.07235 -0.52454 0.43
C -2.28794 -5.03980 -3.02698 -1.13
Si -1.43359 -3.38477 -2.89866 0.35
C -2.35974 -2.20374 -3.99418 -0.94
C 0.27664 -3.64880 -3.66119 -0.81
C -1.33082 -2.79376 -1.13061 -1.08
H -2.30600 -5.38169 -4.06823 0.28
H -3.32306 -4.97223 -2.67466 0.30
H -1.78066 -5.80669 -2.42987 0.28
H -2.47805 -2.64052 -4.99193 0.33
H -1.85779 -1.23777 -4.09315 0.23
H -3.35412 -2.00111 -3.58189 0.26
H 0.23747 -3.51374 -4.74724 0.42
H 0.64385 -4.66067 -3.46085 0.29
H 1.03010 -2.95525 -3.28137 0.06
H -1.56407 -3.61263 -0.43739 0.63
H -2.07795 -2.00989 -0.97058 0.63
C -4.64367 2.61523 -2.30610 -0.86
N -3.26182 3.05605 -2.32228 0.29
C -2.82790 4.34340 -2.62677 -0.37
C -1.49131 4.34594 -2.50994 -0.71
N -1.12445 3.06550 -2.13027 0.35
C -2.20089 2.25243 -2.01186 -0.31
S -2.23229 0.62941 -1.55022 -0.33
H -5.28351 3.46303 -2.07020 0.35
H -4.74844 1.84026 -1.55110 0.26
H -4.93155 2.19379 -3.26964 0.27
H -3.51070 5.12581 -2.91207 0.47
H -0.77434 5.13808 -2.64047 0.47
H -0.17994 2.74909 -1.93809 0.02
C 1.00988 0.18541 -3.17061 -0.79
C 1.15846 0.67892 -1.75275 0.24
O 1.48895 1.85949 -1.56355 -0.76
N 0.90511 -0.22161 -0.77090 0.83
Te 1.56576 0.41062 1.29849 0.33
C 2.26521 1.99309 2.68394 -0.07
C 3.12071 2.99279 2.22600 1.07
C 3.64431 3.08092 0.80587 -1.82
C 3.50981 3.99252 3.11934 -0.71
C 3.07127 4.01287 4.43246 0.67
C 3.49266 5.10489 5.38230 -1.57
C 2.24489 2.97908 4.86700 -0.98
C 1.83747 1.95513 4.02060 1.04
C 0.97641 0.84669 4.58655 -1.33
C -0.43839 1.02700 1.62318 0.93
C -0.83219 2.34959 1.38755 1.12
C 0.09927 3.46355 0.97049 -2.03
C -2.17909 2.67447 1.55668 -0.59
C -3.12432 1.74257 1.94400 0.57
C -4.57662 2.11458 2.09845 -1.85
C -2.70387 0.43901 2.17548 -0.95
C -1.38157 0.05926 2.01473 0.83
C -1.02241 -1.38662 2.25422 -1.27
H 1.07704 1.02403 -3.86090 0.35
H 0.05119 -0.31623 -3.28981 -0.23
H 1.81517 -0.51883 -3.38916 0.34
H 3.29068 2.27327 0.17088 0.04
H 4.73702 3.06546 0.80426 0.53
H 3.33038 4.01777 0.33799 0.31
H 4.16871 4.78122 2.76534 0.36
H 3.97736 5.92434 4.85221 0.36
H 4.19652 4.72348 6.12602 0.31
H 2.63375 5.50580 5.92258 0.37
H 1.90998 2.96495 5.90122 0.40
H 1.01175 0.85933 5.67593 0.49
H 1.32194 -0.13287 4.25102 0.17
H -0.06629 0.95594 4.28018 0.22
H 0.89249 3.11186 0.31413 0.15
H 0.56187 3.92365 1.84674 0.40
H -0.46315 4.23542 0.44364 0.42
H -2.49215 3.69651 1.35740 0.33
H -4.74595 3.15913 1.83574 0.35
H -4.91311 1.96427 3.12660 0.41
H -5.20449 1.49331 1.45444 0.35
H -3.43225 -0.31099 2.47340 0.37
H -1.87285 -1.94515 2.64402 0.45
H -0.18954 -1.48428 2.95087 0.16
H -0.71733 -1.86650 1.32041 -0.16



[3]
15
Properties=species:S:1:pos:R:3:mulliken_charge:R:1 method="wB97M-V/def2-TZVPD" smiles="C=N.CNC" homo_energy_ev=-8.23 gap_ha=0.346 de_lowest_kj_mol=253.9 fmax_ha_per_bohr=0.050
C 4.12993 1.33424 3.89918 -0.26
N 4.63565 1.03347 5.03554 -0.47
H 4.66002 2.00738 3.24635 0.26
H 3.09674 1.03944 3.77340 0.23
H 4.30453 0.11872 5.34503 0.24
C -2.40015 -1.93432 -2.46247 -0.71
N -2.39526 -0.46711 -2.32131 -0.34
C -3.17421 0.31228 -3.30032 -0.77
H -1.53717 -2.40732 -1.95841 0.29
H -3.34215 -2.10110 -1.93275 0.26
H -2.29646 -2.17053 -3.50807 0.25
H -1.59955 0.08757 -2.06061 0.21
H -2.83056 -0.01224 -4.29838 0.26
H -3.11805 1.35522 -2.95726 0.33
H -4.22923 -0.00210 -3.21076 0.24